1.
A cluster of 6 separate species, C21H28F2O18 in total in a non-equilibrium geometry. Source: OMol25; level of theory: ωB97M-V/def2-TZVPD.

```
! RIJCOSX wB97M-V def2-TZVPD def2/J DEFGRID3
* xyz 0 1
O -1.668 -7.371 -7.591
C -1.301 -7.255 -6.403
O -0.103 -7.445 -5.943
C -0.144 -7.731 -4.600
C -1.498 -7.194 -4.100
F -1.420 -6.024 -3.671
O -2.073 -7.286 -5.418
H 0.070 -8.787 -4.436
H 0.694 -7.248 -4.097
H -1.908 -7.762 -3.265
O 3.143 -11.996 -14.332
C 4.123 -12.023 -13.617
O 4.303 -12.785 -12.477
C 5.159 -12.026 -11.657
C 5.857 -11.013 -12.546
F 6.966 -11.565 -13.021
O 4.947 -10.970 -13.599
H 4.384 -11.573 -11.039
H 5.925 -12.543 -11.079
H 6.079 -10.018 -12.159
C -4.940 -13.488 -9.059
C -5.089 -13.947 -7.568
C -5.538 -15.393 -7.283
O -4.482 -16.003 -6.876
C -3.562 -15.088 -6.320
O -2.574 -15.258 -5.665
O -3.819 -13.889 -6.919
H -5.844 -13.426 -9.664
H -4.248 -14.032 -9.701
H -4.673 -12.432 -9.115
H -5.777 -13.343 -6.977
H -5.929 -15.874 -8.180
H -6.259 -15.506 -6.473
C 5.366 -20.522 2.982
C 4.247 -19.814 3.695
C 2.869 -19.808 3.032
O 2.052 -20.281 4.040
C 2.811 -20.556 5.169
O 2.352 -21.040 6.156
O 4.056 -20.421 4.875
H 5.313 -20.499 1.894
H 5.548 -21.551 3.292
H 6.264 -20.029 3.356
H 4.480 -18.775 3.930
H 2.982 -20.620 2.313
H 2.417 -18.936 2.560
C 7.169 -8.129 3.501
C 6.081 -8.958 2.699
C 5.296 -9.951 3.608
O 3.976 -9.681 3.182
C 3.904 -8.546 2.439
O 2.906 -8.031 2.081
O 5.123 -8.062 2.228
H 7.625 -7.620 2.651
H 7.747 -8.784 4.152
H 6.828 -7.314 4.139
H 6.493 -9.460 1.823
H 5.391 -9.893 4.692
H 5.690 -10.916 3.290
O 7.658 -14.894 -1.226
C 6.679 -15.118 -1.907
O 5.660 -15.943 -1.622
C 4.755 -16.221 -2.624
C 5.213 -15.069 -3.580
O 6.342 -14.472 -2.988
H 4.967 -17.159 -3.137
H 3.711 -16.383 -2.353
H 4.349 -14.410 -3.666
H 5.550 -15.384 -4.568
*
```

Results
**Lowest unoccupied orbital energy**: 0.1 eV
**E_HOMO**: -10.80 eV

=====

2.
A cluster of 5 separate species, C21H28F4O18S in total in a non-equilibrium geometry. Source: OMol25; level of theory: ωB97M-V/def2-TZVPD.

```
! RIJCOSX wB97M-V def2-TZVPD def2/J DEFGRID3
* xyz 0 1
C -1.952 -0.827 6.433
C -3.250 -0.526 5.696
O -4.202 -0.287 6.307
O -3.310 -0.553 4.358
C -2.054 -0.659 3.666
C -2.240 -0.489 2.163
C -0.830 -0.565 1.495
C -0.501 0.643 0.619
C -0.031 1.926 1.354
O -1.005 2.950 1.096
S -1.699 3.470 2.442
O -1.560 4.843 2.675
O -3.036 3.040 2.432
O -0.880 2.545 3.445
C 0.285 1.897 2.841
C 1.427 2.818 3.309
H -1.606 -1.810 6.120
H -2.102 -0.766 7.498
H -1.181 -0.124 6.124
H -1.616 -1.645 3.820
H -1.402 0.140 4.005
H -2.822 -1.350 1.847
H -2.733 0.445 1.913
H -0.887 -1.415 0.816
H -0.052 -0.811 2.211
H -1.343 0.879 -0.018
H 0.311 0.358 -0.042
H 0.898 2.251 0.883
H 0.490 0.949 3.314
H 1.513 2.638 4.378
H 1.154 3.865 3.201
H 2.380 2.571 2.846
O 2.306 -0.159 1.671
C 2.989 -0.251 0.704
O 2.541 -0.685 -0.496
C 3.611 -0.528 -1.432
C 4.820 -0.529 -0.534
F 5.810 0.253 -1.027
O 4.317 0.056 0.657
H 3.492 0.417 -1.965
H 3.621 -1.341 -2.153
H 5.220 -1.520 -0.312
O 1.681 -3.176 -1.907
C 0.972 -3.986 -1.407
O 0.731 -5.218 -1.918
C -0.060 -5.932 -0.960
C -0.701 -4.809 -0.185
F -0.902 -5.147 1.110
O 0.286 -3.792 -0.249
H 0.591 -6.544 -0.335
H -0.786 -6.574 -1.453
H -1.634 -4.436 -0.611
O -1.570 -0.575 -2.025
C -0.850 -0.630 -2.968
O -1.213 -1.053 -4.197
C -0.099 -0.817 -5.078
C 1.059 -0.791 -4.117
F 2.038 0.060 -4.531
O 0.468 -0.264 -2.942
H -0.235 0.148 -5.585
H -0.014 -1.607 -5.821
H 1.497 -1.764 -3.899
O -0.106 1.740 -6.511
C -0.313 2.499 -5.619
O -1.083 2.208 -4.541
C -0.974 3.304 -3.624
C -0.567 4.432 -4.539
F 0.234 5.320 -3.909
O 0.184 3.760 -5.541
H -0.209 3.080 -2.879
H -1.918 3.487 -3.118
H -1.400 4.961 -5.004
*
```

Results
**Lowest unoccupied orbital energy**: 0.2 eV
**E_HOMO**: -9.71 eV

=====

3.
A structure of composition C21H28F5GaO2 in a non-equilibrium geometry. Source: OMol25; level of theory: ωB97M-V/def2-TZVPD.

```
! RIJCOSX wB97M-V def2-TZVPD def2/J DEFGRID3
* xyz 0 1
O 4.678 0.267 -3.935
C 6.164 0.031 -3.759
C 6.637 0.708 -5.010
H 6.352 -1.050 -3.674
H 6.620 0.550 -2.910
C 5.114 0.852 -5.199
H 7.155 0.067 -5.733
H 7.139 1.659 -4.783
C 4.695 0.014 -6.385
H 4.929 -1.040 -6.215
H 5.208 0.400 -7.280
H 3.613 0.090 -6.502
C 4.731 2.312 -5.322
H 5.024 2.866 -4.424
H 3.645 2.383 -5.420
H 5.224 2.724 -6.220
Ga 1.248 0.001 -1.412
C -1.120 2.383 0.509
C -0.401 1.311 1.037
C 0.970 1.391 0.560
H -0.779 0.556 1.729
C 1.038 2.580 -0.283
C -0.239 3.175 -0.299
H -0.507 4.098 -0.805
H -2.175 2.608 0.691
H 1.804 0.919 1.064
H 1.961 2.936 -0.750
C -2.447 -0.505 -1.208
C -2.148 0.606 -2.044
C -1.052 0.292 -2.847
H -2.716 1.534 -2.082
C -0.614 -1.045 -2.505
C -1.525 -1.515 -1.489
H -1.547 -2.511 -1.063
H -3.268 -0.558 -0.502
H -0.567 0.923 -3.599
H -0.081 -1.714 -3.186
O 6.258 -0.471 -1.087
C 4.946 0.193 -1.021
C 4.900 1.075 0.227
H 4.236 -0.647 -0.812
H 4.646 0.750 -1.931
C 6.129 0.614 1.065
H 3.985 0.826 0.802
H 4.799 2.145 -0.012
C 6.462 -0.690 0.332
H 5.810 0.373 2.097
H 7.001 1.321 1.072
H 5.647 -1.403 0.621
H 7.429 -1.184 0.493
F 2.229 -1.153 1.186
C 1.282 -1.457 0.191
F 0.054 -1.653 0.810
C 1.699 -2.795 -0.378
F 1.998 -3.690 0.596
F 0.698 -3.351 -1.118
F 2.810 -2.655 -1.168
*
```

Results
**Lowest unoccupied orbital energy (spin up / spin down)**: -2.5 / -2.6 eV
**E_HOMO (spin up / spin down)**: -8.02 / -7.93 eV

=====

4.
A structure of composition C21H28F5O2Sc in a non-equilibrium geometry. Source: OMol25; level of theory: ωB97M-V/def2-TZVPD.

```
! RIJCOSX wB97M-V def2-TZVPD def2/J DEFGRID3
* xyz 0 1
O 0.805 -0.335 -5.708
C 1.074 0.729 -6.742
C 0.967 -0.157 -7.956
H 2.018 1.262 -6.564
H 0.284 1.477 -6.826
C 0.812 -1.224 -6.872
H 1.821 -0.316 -8.605
H 0.037 0.001 -8.513
C 2.009 -2.168 -6.923
H 2.938 -1.607 -6.736
H 2.023 -2.658 -7.899
H 1.886 -2.926 -6.128
C -0.456 -2.019 -7.143
H -1.348 -1.394 -7.124
H -0.550 -2.848 -6.423
H -0.325 -2.436 -8.159
Sc -0.062 -0.581 -1.193
C -1.706 -0.783 0.539
C -1.354 0.584 0.389
C -1.691 1.000 -0.935
H -1.080 1.246 1.206
C -2.262 -0.135 -1.608
C -2.302 -1.214 -0.674
H -2.784 -2.176 -0.835
H -1.619 -1.359 1.463
H -1.638 2.012 -1.304
H -2.626 -0.169 -2.632
C 1.297 -2.054 0.089
C 0.645 -2.845 -0.894
C 1.003 -2.355 -2.194
H 0.024 -3.716 -0.692
C 1.951 -1.288 -2.014
C 2.113 -1.096 -0.591
H 2.846 -0.462 -0.110
H 1.271 -2.217 1.162
H 0.616 -2.735 -3.135
H 2.502 -0.780 -2.797
O 0.373 2.708 -5.000
C -0.811 1.934 -4.724
C -1.842 2.841 -3.975
H -0.526 1.052 -4.107
H -1.145 1.525 -5.715
C -1.020 4.096 -3.576
H -2.267 2.320 -3.076
H -2.662 3.129 -4.676
C 0.416 3.836 -4.102
H -0.995 4.236 -2.488
H -1.470 4.980 -4.058
H 1.061 3.561 -3.208
H 0.861 4.713 -4.626
F 0.499 2.863 -0.417
C 1.221 1.756 -0.054
F 2.373 1.760 -0.787
C 1.611 1.849 1.432
F 2.129 0.655 1.847
F 2.565 2.794 1.617
F 0.559 2.158 2.230
*
```

Results
**Lowest unoccupied orbital energy**: 0.1 eV
**E_HOMO**: -7.42 eV

=====

Number 3 is which compound?
C21H28F5GaO2